Entry from the OMol25 dataset: a cluster of 3 separate species, C6H14O in total (wB97M-V/def2-TZVPD).

- energy relative to the best compared isomer or geometry (same formula, charge and spin) (kcal per mole) = 103.61
- net charge = 0

Structure (XYZ):
```
21
C6H14O, DFT wB97M-V/def2-TZVPD
C -3.418 -0.083 -0.530
C -2.261 -0.326 0.438
C -0.895 -0.133 -0.219
C 0.276 -0.364 0.739
C 1.597 -0.207 0.042
O 2.600 0.192 0.790
C 3.772 0.497 0.228
H -4.386 -0.226 -0.039
H -3.371 -0.771 -1.383
H -3.392 0.939 -0.927
H -2.352 0.355 1.295
H -2.331 -1.344 0.846
H -0.804 -0.819 -1.073
H -0.817 0.882 -0.631
H 0.179 -1.369 1.185
H 0.235 0.349 1.572
H 1.846 -0.869 -0.790
H 2.031 1.212 -1.062
H 4.151 -0.199 -0.522
H 4.476 0.868 0.969
H 2.863 1.418 -0.929
```

Atom charges from the Löwdin analysis, given in e for atoms 1 to 8:
1 C -0.1227
2 C -0.2815
3 C -0.2389
4 C -0.1817
5 C -0.2368
6 O -0.1645
7 C -0.1234
8 H 0.0679